Here is a structure of composition C20H37F6IIrN7O4S4 from OMol25. Energies are from wB97M-V/def2-TZVPD.

```
! wB97M-V def2-TZVPD RIJCOSX def2/J DEFGRID3
* xyz 3 2
Ir 0.158 -1.507 -0.880
C 0.228 -4.662 -0.362
C -0.877 -4.044 0.451
N -0.510 -2.688 0.894
C 0.317 -2.555 2.100
C 1.763 -2.908 1.875
S 2.437 -2.089 0.391
C 3.062 -3.481 -0.592
C 2.128 -3.840 -1.723
N 0.732 -3.667 -1.327
H 1.050 -5.003 0.261
H -0.170 -5.538 -0.876
H -1.767 -3.945 -0.168
H -1.121 -4.680 1.304
H -1.392 -2.206 1.072
H 0.260 -1.518 2.418
H -0.076 -3.180 2.905
H 2.350 -2.541 2.718
H 1.936 -3.977 1.785
H 4.023 -3.168 -0.999
H 3.261 -4.296 0.103
H 2.319 -3.200 -2.579
H 2.317 -4.871 -2.032
H 0.139 -3.669 -2.160
F -3.624 -3.136 -4.308
C -3.633 -2.907 -3.026
F -3.418 -4.029 -2.342
F -4.747 -2.342 -2.628
S -2.217 -1.805 -2.543
O -2.233 -1.740 -1.069
O -0.996 -2.449 -3.008
N -2.459 -0.433 -3.230
S -1.894 0.853 -2.511
O -1.528 1.921 -3.362
O -0.855 0.511 -1.492
C -3.307 1.459 -1.461
F -3.347 0.732 -0.339
F -4.446 1.373 -2.091
F -3.049 2.716 -1.115
I 2.605 0.301 -6.282
C 2.381 -0.025 -4.257
C 3.164 0.471 -3.232
N 2.671 -0.006 -2.076
N 1.610 -0.803 -2.300
C 1.416 -0.811 -3.629
H 4.031 1.113 -3.271
H 3.027 0.134 -1.143
H 0.617 -1.377 -4.077
C -0.542 3.186 4.512
C -1.466 2.047 4.940
C -2.578 1.716 3.942
C -2.091 1.036 2.662
N -1.592 2.017 1.682
C -0.569 1.923 0.850
S 0.514 0.535 0.953
N -0.281 2.936 0.056
C 0.794 3.064 -0.944
C 1.518 4.405 -0.820
C 2.586 4.442 0.276
C 2.052 4.311 1.702
H 0.179 3.404 5.299
H -1.108 4.097 4.308
H 0.038 2.933 3.620
H -1.956 2.338 5.869
H -0.886 1.148 5.170
H -3.121 2.632 3.683
H -3.293 1.044 4.418
H -2.922 0.489 2.207
H -1.293 0.332 2.882
H -2.183 2.836 1.591
H -0.946 3.702 0.029
H 0.337 2.981 -1.933
H 1.484 2.235 -0.814
H 0.783 5.197 -0.642
H 1.989 4.616 -1.781
H 3.091 5.405 0.188
H 3.342 3.673 0.086
H 1.237 5.014 1.886
H 2.842 4.523 2.422
H 1.704 3.296 1.914
*
```

For the energy, the calculation gives -4061.43868 Eh. The energy above the lowest of the compared OMol25 structures with the same formula, charge and spin comes out at 306.5 kJ/mol. As for the molar mass: 1000.9 g/mol. The HOMO-LUMO gap (spin up / spin down) comes out at 4.57 / 4.34 eV. As for the expectation value of S²: 0.856. The HOMO energy (spin up / spin down) is -0.599 / -0.598 hartree.

Mulliken atomic charge list, values in e, 2 entries:
1. Ir 3.0005
2. C -0.7760

Here is a structure of composition C20H37N3OPPt from OMol25. Energies are from wB97M-V/def2-TZVPD.

```
! wB97M-V def2-TZVPD RIJCOSX def2/J DEFGRID3
* xyz 1 5
C -0.587 0.858 -3.857
C -0.120 2.307 -3.895
C 0.115 0.002 -4.932
C -2.103 0.818 -4.020
H -0.473 0.066 -5.854
H 0.151 -1.050 -4.605
H 1.151 0.333 -5.067
H -0.245 2.654 -4.934
H 0.928 2.427 -3.601
H -0.735 2.924 -3.222
H -2.376 1.527 -4.819
H -2.607 1.124 -3.091
H -2.447 -0.189 -4.292
C 2.169 -0.496 -0.466
C 2.235 -0.749 -1.882
C 2.100 0.577 -2.545
H 2.620 -1.652 -2.360
C 1.909 1.570 -1.490
C 1.967 0.891 -0.261
H 1.947 1.435 0.685
H 2.300 -1.269 0.294
H 2.459 0.766 -3.559
H 1.887 2.658 -1.596
C -1.796 -1.385 -0.321
C -0.607 -2.161 -0.338
C -0.234 -2.421 -1.709
H -0.092 -2.567 0.528
C -1.302 -1.826 -2.552
C -2.226 -1.127 -1.642
H -3.175 -0.672 -1.913
H -2.362 -1.104 0.564
H 0.501 -3.147 -2.042
H -1.482 -2.089 -3.592
Pt 0.147 -0.291 -2.305
C -0.905 2.512 3.220
N -1.305 1.262 2.555
C -2.098 1.640 1.355
P -0.121 0.051 2.324
O 0.078 0.018 0.860
N 1.190 0.564 3.240
C 2.567 0.294 2.829
C 1.045 0.531 4.701
N -0.272 -1.528 2.973
C -1.505 -2.302 3.022
C 0.921 -2.396 2.920
H -1.728 3.222 3.103
H -0.022 2.948 2.729
H -0.707 2.392 4.283
H -1.424 1.983 0.556
H -2.718 0.821 0.991
H -2.742 2.477 1.645
H 2.961 1.127 2.253
H 3.174 0.188 3.731
H 2.695 -0.623 2.247
H 1.590 1.390 5.107
H 0.002 0.602 5.015
H 1.465 -0.386 5.133
H -1.995 -2.399 2.051
H -1.247 -3.311 3.348
H -2.197 -1.865 3.741
H 1.675 -2.077 3.646
H 1.388 -2.457 1.925
H 0.615 -3.413 3.188
*
```

For the energy, the calculation gives -1483.95490 Eh. The energy above the lowest of the compared OMol25 structures with the same formula, charge and spin comes out at 0.0 kJ/mol. As for the molar mass: 561.6 g/mol. The HOMO-LUMO gap (spin up / spin down) comes out at 7.03 / 5.78 eV. As for the expectation value of S²: 6.027. The HOMO energy (spin up / spin down) is -0.328 / -0.413 hartree.

Mulliken atomic charge list, values in e, 2 entries:
1. C 1.4980
2. C -1.4818